Entry 1:
ORCA calculation (the ωB97M-V functional and the def2-TZVPD basis) on C16H22BCl4NO4 as an isolated structure at a distorted geometry.

Structure (ORCA input):
```
! wB97M-V def2-TZVPD RIJCOSX def2/J DEFGRID3
* xyz 0 1
Cl -2.66558 3.69535 -5.62424
Cl 1.46756 -4.88954 1.97843
Cl -2.62500 1.79586 -2.78294
Cl -1.90445 -4.53482 1.54664
O 0.94481 5.08774 0.59135
O 2.32923 2.15682 0.49695
O -2.38993 -1.30558 2.88362
O 1.17232 0.67031 2.80697
N 1.45767 2.75593 1.32748
C 3.62825 1.98805 1.19239
C -2.17607 3.54720 -0.57385
C 4.29269 0.49797 1.03374
C -0.88238 3.08042 0.31798
C 5.15698 0.50008 -0.39705
C -1.94585 0.56143 0.88987
C -1.76364 2.18205 -5.35953
C -0.69883 1.63563 1.07088
C -3.33268 0.92369 0.02953
C -2.51842 1.21298 -4.46302
C -0.59625 -1.90549 0.83666
C -0.99528 -6.06161 1.67357
C 0.18738 -5.94770 2.62271
C 0.72141 1.52247 1.88291
C -3.41400 2.42868 -0.69516
C 0.53294 3.81517 0.69749
B -1.70604 -0.92641 1.62687
H -0.78477 2.43848 -4.94314
H 3.50300 -0.36707 0.99542
H 0.08324 -2.50732 1.57573
H -0.11500 -5.55877 3.59975
H -1.60679 1.73126 -6.34461
H -1.10906 -2.55256 0.00154
H -1.99564 0.25230 -4.43182
H -0.67839 -6.35241 0.66741
H -3.53548 1.03640 -4.82602
H 4.50981 1.12727 -1.17729
H 0.63856 -6.93351 2.77377
H 6.15487 1.10116 -0.22988
H -4.21564 0.13958 -0.06001
H -2.20336 4.60832 -1.06933
H 4.35649 2.78889 0.74287
H 0.13621 -1.16175 0.25755
H 3.45285 2.15451 2.35883
H 5.33356 -0.59523 -0.79581
H -4.38692 2.67289 -1.33891
H -3.16638 -1.90908 2.68818
H -1.69571 -6.81695 2.04239
H 5.04771 0.21688 1.90312
*
```

Computed properties:
E_LUMO (eV): -1.323
HOMO energy (eV): -8.75
Max |F| (eV Å⁻¹): 8.8
Electronic energy (a.u.): -2843.699838
Orbital gap (eV): 7.43

---

Entry 2:
ORCA calculation (the ωB97M-V functional and the def2-TZVPD basis) on a single C16H22BNO7 molecule at a distorted geometry.

Structure (ORCA input):
```
! wB97M-V def2-TZVPD RIJCOSX def2/J DEFGRID3
* xyz 0 1
O -2.68787 -1.35376 -1.89586
O -0.59164 -2.00955 0.21631
O 0.22544 1.77146 1.22773
O 5.80651 1.81599 -2.35417
O -2.02074 2.24841 1.25606
O -1.74191 -1.14239 1.92869
O 5.98999 0.10542 -0.51507
N -2.79020 0.36793 -0.29870
C -0.62298 -3.28331 0.88430
C -1.07593 1.54358 0.99994
C 3.62025 0.73881 -1.23735
C 1.69229 -0.45210 -0.69536
C -3.37008 -0.61839 -1.15666
C 0.33756 2.59380 2.42122
C -1.39258 0.29502 0.05859
C -1.81872 -4.03536 0.33803
C -4.82503 -0.60632 -1.16908
C -0.57007 2.19522 3.57970
C 1.46990 1.53501 -1.91156
C 0.87424 0.46793 -1.24853
C -1.17597 -1.00025 0.87991
C 3.08774 -0.38578 -0.68259
C -0.61544 0.21877 -1.29057
C 2.83949 1.63293 -1.96808
B 5.30287 0.84164 -1.45623
H 0.40272 -3.75303 0.79590
H 0.79694 2.08777 -2.61778
H -1.76564 -3.95664 -0.72178
H 1.28960 -1.39364 -0.27405
H -5.17539 -0.94987 -0.12812
H 6.78444 2.07212 -2.53868
H -1.67673 2.33906 3.49664
H 6.97427 0.28956 -0.68577
H 3.17057 2.26574 -2.79322
H -0.25071 2.63726 4.51166
H 1.41716 2.62181 2.55145
H -5.17121 -1.31696 -1.92466
H -3.28411 1.15292 0.16565
H -1.86468 -5.06559 0.70866
H -0.49060 1.06458 3.78913
H -2.75720 -3.55998 0.69559
H -5.29137 0.45720 -1.24966
H 3.63605 -1.13108 -0.12128
H -0.74513 -3.13011 1.96794
H 0.08897 3.57617 2.09062
H -0.87458 -0.74324 -1.72197
H -1.16051 0.95120 -1.90696
*
```

Computed properties:
E_LUMO (eV): 0.224
HOMO energy (eV): -8.62
Relative energy (zero: lowest compared OMol25 entry of this formula, charge and spin) (kJ/mol): 158.8
Max |F| (eV Å⁻¹): 5.2
Electronic energy (a.u.): -1229.243221
Orbital gap (eV): 8.84

---

Entry 3:
ORCA calculation (the ωB97M-V functional and the def2-TZVPD basis) on C16H22Cl2N4P2S as an isolated structure.

Structure (ORCA input):
```
! wB97M-V def2-TZVPD RIJCOSX def2/J DEFGRID3
* xyz 0 1
Cl -0.72094 1.37450 3.12568
Cl -0.70548 -2.89300 2.73343
S 3.48782 -2.35210 0.93795
P -1.65686 -0.01589 -2.18224
P 1.09527 -1.52126 -3.07681
N 2.82243 -2.18508 -0.49712
N 2.51080 2.30636 0.80998
N 1.39970 -0.35602 -4.07602
N 2.41752 -1.60762 1.86371
C 1.67553 -1.52129 -0.32203
C -3.44401 -2.17070 -2.50590
C -2.10414 1.68135 -1.64301
C -0.36402 -0.45498 -0.94322
C 2.83822 3.22804 -1.17615
C -3.06386 -1.03475 -1.53557
C 1.44606 -1.19058 1.04944
C -0.57290 -0.12916 0.44264
C 3.52239 3.99561 -0.19411
C 0.05183 -0.22351 2.89419
C 0.28239 -0.48823 1.43382
C -2.15635 -1.03805 4.02502
C 2.22340 2.19247 -0.52308
C -0.71302 -1.34768 3.66322
C 0.74482 -1.13583 -1.33394
C 3.30396 3.40136 1.02047
H 2.19293 1.67184 1.51923
H 0.00748 -2.35179 -3.41630
H 1.61238 1.38845 -0.89520
H -3.23802 -3.15060 -2.07991
H -0.13581 -1.58184 4.55318
H 2.80508 3.41265 -2.23655
H -4.50513 -2.13940 -2.74815
H -2.69111 -0.67458 3.14913
H 4.11065 4.88210 -0.36201
H -2.00931 1.88457 -0.57902
H -2.21288 -0.31353 4.83212
H 1.02453 -0.10986 3.36571
H -3.91146 -0.36394 -1.39087
H -2.81665 -1.43788 -0.55246
H -3.13675 1.85974 -1.94220
H -1.47285 0.40736 0.70593
H 2.13708 -2.44934 -2.97859
H -2.63820 -1.96255 4.33600
H -1.46920 2.37859 -2.18737
H 1.28471 0.55420 -3.64656
H 3.64086 3.66297 2.00837
H -2.89891 -2.08111 -3.44484
*
```

Computed properties:
E_LUMO (eV): -1.147
HOMO energy (eV): -8.26
Max |F| (eV Å⁻¹): 0.7
Electronic energy (a.u.): -2843.144715
Orbital gap (eV): 7.11

---

Entry 4:
ORCA calculation (the ωB97M-V functional and the def2-TZVPD basis) on an isolated ion of composition C16H22Cl2N5O2S and charge +1 at a distorted geometry.

Structure (ORCA input):
```
! wB97M-V def2-TZVPD RIJCOSX def2/J DEFGRID3
* xyz 1 1
Cl 4.88875 -1.66382 0.79573
Cl 5.42697 0.31993 3.19959
S 5.68799 3.37148 -3.30879
O -5.27376 -0.82406 0.50738
O -4.97553 1.27765 1.27275
N 1.78081 0.40073 -1.57967
N 2.65525 1.34740 -1.99149
N 3.38315 0.28739 -0.20944
N -0.32122 2.54766 -2.74076
N 4.80417 1.99863 -1.07280
C -0.96900 -1.98611 -0.00445
C 3.64504 1.26059 -1.14644
C -5.00299 0.09982 1.47769
C 0.06272 -1.06637 0.67978
C -0.35760 1.48276 -2.07568
C -2.40009 -1.53424 0.32338
C -3.40779 -1.69510 -0.82532
C 4.21612 -0.08240 0.89108
C 2.18238 -0.27398 -0.51516
C 0.53872 0.26280 -2.33700
C 3.78822 2.14424 1.98182
C 5.20169 2.52356 -2.13096
C -4.73121 -0.49678 2.83830
C 1.51484 -1.38048 0.21535
C 4.41370 0.77842 1.88931
C -4.53823 -0.67068 -0.70500
H 3.80228 2.46226 3.01966
H -2.80393 -2.03208 1.20404
H -5.52107 -0.24548 3.54400
H -3.78620 -0.10898 3.21677
H -0.81102 -2.97623 0.43196
H -1.03495 1.38680 -1.22482
H -4.64526 -1.58176 2.79791
H -4.11246 0.33212 -0.79214
H 0.01386 -1.30633 1.74194
H -5.22537 -0.78980 -1.54339
H 2.12210 -1.54209 1.10736
H -0.79400 -2.08569 -1.07616
H 0.79844 0.27922 -3.39552
H 2.77281 2.12270 1.58718
H -3.85919 -2.68896 -0.85411
H 0.36964 2.48650 -3.49216
H 0.03836 -0.67266 -2.11640
H -2.37695 -0.46527 0.57230
H 4.37623 2.85253 1.39623
H 1.57648 -2.31830 -0.33941
H -2.92761 -1.52877 -1.79448
H -0.18530 -0.00879 0.58004
*
```

Computed properties:
E_LUMO (eV): -3.291
HOMO energy (eV): -12.46
Max |F| (eV Å⁻¹): 1.4
Electronic energy (a.u.): -2365.434323
Orbital gap (eV): 9.17

---

Entry 5:
ORCA calculation (the ωB97M-V functional and the def2-TZVPD basis) on a single C16H22ClN5 molecule at a distorted geometry.

Structure (ORCA input):
```
! wB97M-V def2-TZVPD RIJCOSX def2/J DEFGRID3
* xyz 0 1
Cl 0.01651 -1.80076 6.05853
N -3.18177 -0.90608 1.88413
N 0.42501 -1.76132 0.23840
N 0.97972 2.73042 -0.87179
N -1.83535 -1.22717 0.11878
N -0.65958 -1.61111 -1.78211
C -0.84909 -1.50034 3.60613
C -1.88991 -1.14651 1.45022
C 1.38731 0.78640 -2.28717
C -0.66606 -1.62782 -0.38885
C 0.62656 -1.69339 -2.56110
C 1.33207 3.21740 0.48783
C 1.53770 -1.96260 2.29759
C 1.43881 -1.98348 3.67670
C 0.78640 1.20870 -0.99003
C -0.75980 -1.35607 2.18551
C 0.52114 -1.58962 1.54015
C 1.65447 3.28614 -2.06817
C -4.33815 -0.84699 1.01459
C 0.26157 -1.68102 4.32901
C 1.30296 2.11217 -3.00753
C 0.73813 -0.28192 -3.17921
H 2.45554 -2.38686 1.86244
H 1.24111 4.21535 -2.25983
H -4.07769 -0.21278 0.17669
H 1.45390 -0.46594 -4.05805
H 0.92247 4.17504 0.86376
H 1.13645 0.67364 -0.10003
H 2.73291 3.49622 -2.05973
H -4.58870 -1.85434 0.70174
H -1.38793 -0.98972 -2.05278
H -0.29706 0.05986 -3.58353
H 2.21752 -2.31190 4.37014
H -3.41507 -0.46082 2.79665
H -1.86591 -1.40105 4.08649
H 2.40328 0.51617 -2.12671
H 2.35466 3.32068 0.60402
H 1.02639 2.40589 1.21429
H 0.30798 2.30796 -3.40569
H 1.49663 -1.88055 -1.97875
H -0.31228 1.02265 -1.09065
H -5.19892 -0.34727 1.51856
H 0.47170 -2.41708 -3.40133
H 2.09437 2.16983 -3.82932
*
```

Computed properties:
E_LUMO (eV): 0.112
HOMO energy (eV): -7.84
Relative energy (zero: lowest compared OMol25 entry of this formula, charge and spin) (kJ/mol): 0.0
Max |F| (eV Å⁻¹): 6.4
Electronic energy (a.u.): -1356.793420
Orbital gap (eV): 7.95